14
Properties=species:S:1:pos:R:3:forces:R:3 method="wB97M-V/def2-TZVPD" homo_ev=-3.0 total_charge=-1 de_lowest_kj_mol=25.6 orbital_gap_ev=6.9 total_energy_ev=-17151.539
C 0.006126 2.312964 1.252650 -0.7897 0.2541 -0.2563
C -0.052545 0.798690 1.045985 -0.0846 0.3947 0.8414
S 0.494349 0.315463 -0.594981 0.0260 -0.0685 -0.4318
H -0.811182 2.757968 0.680362 0.0097 0.0878 -0.1825
H 0.915705 2.711879 0.817336 0.3055 0.1187 0.2572
H -0.167856 2.658247 2.288341 0.3735 -0.2871 -0.1250
H -1.080855 0.488588 1.257554 -0.0338 -0.1609 -0.1701
H 0.543810 0.343776 1.835472 0.2670 -0.2628 0.0082
H -1.277289 -2.380801 -0.598623 -0.0070 -0.0620 -0.1419
H -1.432626 -0.940173 -0.920355 0.0426 -0.1202 -0.1660
O -1.947097 -1.780599 -0.943865 -0.0093 0.1532 0.2219
H 1.396764 -1.656288 -1.998675 -0.1589 -0.1107 0.4150
H 2.067619 -3.044105 -1.845840 0.1241 0.1886 0.1923
O 1.345082 -2.585613 -2.275359 -0.0650 -0.1250 -0.4624